[1]
Below is a structure of composition C12H30HfN2O12S2 at a distorted geometry, with properties calculated with ωB97M-V/def2-TZVPD.

Output
Molar mass (g/mol): 636.998
Orbital gap (Eh): 0.3538
Energy above the lowest of the compared OMol25 structures with the same formula, charge and spin (kcal/mol): 0.0

Each line ends with the natural charge from an NBO analysis.
Element x y z (Å)
Hf 32.1532 -30.5164 11.8736  2.506
S 32.0303 -33.4721 12.2412  2.643
O 32.2440 -32.3331 13.1878  -1.134
O 33.1315 -34.4143 12.3470  -0.983
O 30.7101 -34.0321 12.4020  -0.986
O 32.1042 -32.5898 11.0501  -1.118
S 32.5114 -27.6379 11.3211  2.638
O 32.3482 -27.3304 9.9216  -0.998
O 31.3314 -28.4332 11.8190  -1.126
O 33.4648 -28.7687 11.4614  -1.116
O 32.7942 -26.5061 12.1774  -0.970
C 30.1021 -30.9950 14.5875  -0.248
O 30.1668 -30.6203 13.2147  -0.587
C 28.8622 -30.3106 12.7123  -0.057
C 28.9854 -29.9577 11.2482  -0.248
N 30.0647 -30.7771 10.6520  -0.672
C 30.2350 -30.2686 9.2575  -0.246
C 31.5548 -30.7419 8.6541  -0.066
O 32.6250 -30.4508 9.5409  -0.591
C 33.7535 -29.9147 8.8643  -0.244
H 29.8923 -30.1437 15.2344  0.195
H 31.0475 -31.4210 14.8984  0.227
H 29.3558 -31.7864 14.6884  0.194
H 28.3752 -29.5422 13.3115  0.203
H 28.2858 -31.2354 12.8167  0.186
H 29.1300 -28.8894 11.1322  0.250
H 28.0327 -30.2712 10.8082  0.197
H 29.6604 -31.7064 10.5591  0.415
H 30.2299 -29.1796 9.2338  0.241
H 29.3845 -30.6459 8.6843  0.202
H 31.6864 -30.2624 7.6860  0.209
H 31.5080 -31.8290 8.5312  0.206
H 34.1111 -30.6085 8.0914  0.174
H 34.5557 -29.7749 9.5780  0.227
H 33.5476 -29.0046 8.3010  0.216
C 35.0485 -32.1661 10.9165  -0.258
O 34.4593 -31.2707 11.8440  -0.590
C 35.0355 -31.3544 13.1397  -0.065
C 34.6173 -30.1184 13.9386  -0.243
N 33.1527 -29.9263 14.0763  -0.692
C 32.8545 -28.5664 14.5998  -0.251
C 32.8926 -28.5558 16.1298  -0.087
O 31.8517 -29.4279 16.5711  -0.562
C 31.7714 -29.5137 17.9729  -0.253
H 35.1139 -33.1651 11.3478  0.225
H 36.0155 -31.8115 10.5513  0.179
H 34.4343 -32.2746 10.0247  0.219
H 36.1236 -31.3255 13.0366  0.194
H 34.7547 -32.2895 13.6295  0.220
H 35.0379 -29.2430 13.4460  0.232
H 35.0764 -30.2054 14.9278  0.199
H 32.8913 -30.5222 14.8611  0.410
H 31.8722 -28.2559 14.2529  0.243
H 33.5623 -27.8054 14.2751  0.245
H 32.6520 -27.5601 16.5247  0.187
H 33.8403 -28.8138 16.6176  0.170
H 32.6462 -29.9995 18.4260  0.168
H 30.9671 -30.2198 18.1817  0.197
H 31.6271 -28.5557 18.4744  0.174

***

[2]
Below is a cluster of 2 separate species, CH3O2 in total, with properties calculated with ωB97M-V/def2-TZVPD.

Output
Molar mass (g/mol): 47.033
Orbital gap (Eh): 0.2491
Energy above the lowest of the compared OMol25 structures with the same formula, charge and spin (kcal/mol): 21.3
Total charge: -1

Each line ends with the natural charge from an NBO analysis.
Element x y z (Å)
O -0.3901 -0.8199 1.6331  -1.371
H 0.3206 -0.9018 2.2769  0.390
O 0.0013 0.9998 -2.0475  -0.595
C 0.0394 0.4469 -0.9684  0.293
H 0.1478 0.9157 0.0154  0.157
H -0.1189 -0.6406 -0.9096  0.128

***

[3]
Below is the ion C3H11NOP with charge +1 at a distorted geometry, with properties calculated with ωB97M-V/def2-TZVPD.

Output
Molar mass (g/mol): 108.101
Orbital gap (Eh): 0.3912
Energy above the lowest of the compared OMol25 structures with the same formula, charge and spin (kcal/mol): 97.6
Total charge: +1

Each line ends with the natural charge from an NBO analysis.
Element x y z (Å)
C -1.6228 0.9580 0.0925  -0.721
C -1.1101 -0.4101 0.4028  -0.240
N -0.2131 -0.8424 -0.7295  -0.537
C 1.1780 -0.4601 -0.5898  0.022
O 1.6130 -1.5169 0.4949  -0.785
P 1.6450 1.3620 0.0546  0.270
H -1.9851 1.6096 0.8620  0.279
H -1.0503 1.7117 -0.3953  0.253
H -2.6378 0.9495 -0.5041  0.236
H -2.0005 -1.1538 0.6387  0.262
H -0.5678 -0.3260 1.2744  0.242
H -0.7388 -0.3686 -1.5493  0.468
H -0.3831 -1.7972 -0.6716  0.459
H 1.8520 -0.5571 -1.3853  0.234
H 2.5632 -1.6390 0.7629  0.522
H 2.8976 1.2826 -0.5150  0.004
H 2.1970 0.9421 1.3332  0.034

***

[4]
Below is a structure of composition C13H19NO4S at a distorted geometry, with properties calculated with ωB97M-V/def2-TZVPD.

Output
Molar mass (g/mol): 285.365
Orbital gap (Eh): 0.3110
Energy above the lowest of the compared OMol25 structures with the same formula, charge and spin (kcal/mol): 367.2

Each line ends with the natural charge from an NBO analysis.
Element x y z (Å)
C -4.2351 -1.1436 2.0835  -0.289
H -3.3356 -1.6182 2.5846  0.214
O -3.7131 -0.7886 0.6552  -0.494
C -2.7471 -0.0762 0.4533  0.198
C -2.1120 0.4233 1.3632  -0.270
C -1.1198 1.3553 1.3322  -0.275
C -0.7097 1.5431 0.1543  -0.021
C -1.3124 1.0629 -1.1730  -0.298
C -2.4217 0.2114 -0.9349  0.364
O -2.8544 -0.3697 -1.9963  -0.489
C -3.9348 -1.1357 -1.9477  -0.199
H -4.1374 -1.4997 -3.1150  0.187
H -3.5130 -2.3986 -1.5326  0.125
H -4.7930 -0.8930 -1.4975  0.178
H -1.0128 1.1965 -2.2042  0.238
C 0.5265 2.4864 -0.1625  -0.227
N 1.9007 1.6323 -0.2372  -0.481
C 1.9253 0.7868 -1.3024  -0.245
C 3.3141 0.1005 -1.3365  -0.559
H 4.0727 0.6160 -0.9353  0.214
H 3.3128 -0.6202 -2.2496  0.256
S 2.7894 -1.0753 0.2567  2.139
O 2.1273 -2.1612 -0.3404  -0.946
O 4.0938 -1.4229 0.9210  -0.949
C 1.8813 -0.0138 0.9994  -0.768
C 2.3604 1.2881 0.9868  -0.240
H 3.3810 1.1376 1.0606  0.210
H 1.9077 2.0732 1.7457  0.227
H 2.0553 -0.5449 2.3580  0.231
H 0.8741 -0.4262 1.0946  0.314
H 1.9824 1.5282 -2.3656  0.172
H 1.0707 0.1262 -1.5458  0.207
H 0.7109 3.3494 0.4819  0.206
H 0.4808 2.8615 -1.2924  0.211
H -0.6177 1.8594 2.1224  0.216
H -2.4183 0.6547 2.5710  0.207
H -5.0897 -1.8354 1.7331  0.224
H -4.6353 -0.2167 2.7702  0.210

***

[5]
Below is a structure of composition CHBaF4O at a distorted geometry, with properties calculated with ωB97M-V/def2-TZVPD.

Output
Molar mass (g/mol): 242.338
Orbital gap (Eh): 0.4049
Total charge: +1

Each line ends with the Löwdin charge.
Element x y z (Å)
C -0.8907 -0.8294 -0.3937  -0.693
F -1.3601 0.2135 -1.0544  0.192
F -1.6561 -1.8487 -0.7326  0.204
F -0.9046 -0.8058 0.9214  0.219
F 0.8725 2.2338 0.1972  -0.857
Ba 2.1543 1.0238 -1.1370  1.984
O 0.4919 -0.9594 -0.8817  -0.174
H 0.8111 -1.8763 -0.8832  0.125

***

Question: What is the formula in the fifth record?
Answer: CHBaF4O